# 1
This record from the Open Molecules 2025 dataset describes a cluster of 2 separate species, C2H3N3OS in total. The level of theory is ωB97M-V with the def2-TZVPD basis set.

Each line ends with the Mulliken charge.
Atoms and positions in Å:
C1 -0.21453 0.79077 -0.01370  0.66
C2 0.64924 -0.24895 0.15596  0.36
H1 -0.92468 2.45128 0.72317  0.42
H2 -1.97247 -1.62867 -0.23117  0.25
H3 2.65812 -1.39732 -0.61596  0.17
N1 -1.35830 0.29165 -0.07598  -0.60
N2 -1.27384 -0.93001 -0.03560  0.30
N3 0.00656 -1.40434 0.15315  -0.60
O1 0.11893 2.10138 -0.07294  -0.62
S1 2.31098 -0.02581 0.01307  -0.34

Output
Charge: 0

***

# 2
This record from the Open Molecules 2025 dataset describes a structure of composition C2H3N3S. The level of theory is ωB97M-V with the def2-TZVPD basis set.

Each line ends with the Mulliken charge.
Atoms and positions in Å:
C1 0.32265 0.48907 -0.89950  -0.46
C2 0.10968 -0.81820 -0.50745  -0.19
N1 0.05254 1.22679 0.18383  0.09
N2 -0.29535 -0.74650 0.79680  0.42
N3 -0.42540 0.48299 1.15200  -0.59
S1 -0.85888 -1.70014 1.90315  -0.37
H1 0.61676 0.73226 -1.84741  0.45
H2 0.07791 -1.83502 -0.93646  0.39
H3 0.40009 2.16875 0.15506  0.26

Output
Charge: 0

***

# 3
This record from the Open Molecules 2025 dataset describes a structure of composition C2H3N3S. The level of theory is ωB97M-V with the def2-TZVPD basis set.

Each line ends with the Mulliken charge.
Atoms and positions in Å:
C1 -0.18842 -0.04197 -0.00914  0.50
C2 1.76024 -0.65689 -0.00151  -0.05
H1 -2.09915 -1.24146 0.04918  0.16
H2 2.61008 -1.29837 0.09481  0.42
H3 0.37187 2.02919 -0.00765  0.20
N1 0.51507 -1.17023 -0.02064  -0.52
N2 1.88287 0.65558 0.00205  -0.66
N3 0.59765 1.04856 0.00137  0.22
S1 -1.95518 0.06040 0.00301  -0.27

Output
Charge: 0

***

# 4
This record from the Open Molecules 2025 dataset describes a structure of composition C2H3N3S. The level of theory is ωB97M-V with the def2-TZVPD basis set.

Each line ends with the Mulliken charge.
Atoms and positions in Å:
C1 -0.49964 0.33770 -0.44227  0.57
C2 -0.94073 -0.94215 0.03267  0.19
H1 1.06111 -1.62247 1.66908  0.18
H2 1.44504 1.42885 -0.10332  0.36
H3 -1.07645 2.23744 -0.59098  0.23
N1 0.83621 0.40801 -0.40342  -0.37
N2 -1.42960 1.27270 -0.65135  -0.60
N3 -1.18222 -2.09605 0.28863  -0.40
S1 1.78628 -1.02404 0.20097  -0.16

Output
Charge: 0

***

# 5
This record from the Open Molecules 2025 dataset describes a cluster of 2 separate species, C2H3N3S in total. The level of theory is ωB97M-V with the def2-TZVPD basis set.

Each line ends with the Mulliken charge.
Atoms and positions in Å:
C1 -2.02642 1.44134 0.98824  0.23
C2 2.40266 -1.18776 -2.00598  0.34
N1 0.48392 -0.17706 -0.97894  -0.37
N2 1.35552 -0.60342 -1.54780  0.54
N3 -2.11296 1.36993 2.15656  0.03
S1 3.18223 -1.47911 -3.38804  0.19
H1 -2.22146 1.43280 -0.09644  0.38
H2 -1.86273 1.42835 3.11621  0.36
H3 3.85748 -2.54452 -2.90951  0.30

Output
Charge: +2

***

# 6
This record from the Open Molecules 2025 dataset describes the ion C2H3N3S with charge +2. The level of theory is ωB97M-V with the def2-TZVPD basis set.

Each line ends with the Mulliken charge.
Atoms and positions in Å:
C1 1.21467 -0.83010 -0.00021  0.09
C2 -0.98678 0.06485 0.04668  0.53
N1 0.17592 -1.76944 -0.03810  0.05
N2 -0.92911 -1.23790 0.00811  0.16
N3 0.79389 0.36756 0.02127  -0.06
S1 -2.27342 1.09792 -0.01500  0.18
H1 2.23656 -1.20819 -0.01326  0.45
H2 1.29465 1.25612 0.04756  0.28
H3 -1.52637 2.25918 -0.05705  0.32

Output
2S+1: 3
Charge: +2

***

The calculation returns the following ΔE to the lowest compared entry with this formula, charge and spin values, one per record and in order: 354.53 283.04 5.69 373.63 0.00 88.13 kJ/mol.